Record 1
Density functional theory data (wB97M-V/def2-TZVPD) for C43H53BrN3O5PPbS3 as an isolated structure in a non-equilibrium geometry.

The geometry in ORCA input format:
```
! RIJCOSX wB97M-V def2-TZVPD def2/J DEFGRID3
* xyz 2 1
C 4.02 -0.34 -1.82
H 5.83 1.32 -0.23
C -5.22 2.22 -0.36
Br 0.63 -0.57 2.77
C -5.96 -2.06 1.36
S 3.57 0.45 -0.24
O -1.45 1.73 -2.12
H 1.59 6.73 2.51
H 4.84 -3.63 2.20
H -4.37 -0.67 -4.93
C 1.63 5.78 3.03
C -4.52 -2.77 -4.54
C 5.18 0.87 0.52
H 2.61 5.33 2.86
C 0.05 2.68 6.99
N 0.64 -1.63 -2.87
N -2.99 1.65 0.28
H 1.08 2.14 8.80
H 1.53 5.97 4.10
H -1.98 -4.10 0.17
H -4.53 -4.81 -3.90
C -4.23 -3.80 -3.66
H 0.74 5.68 0.53
C 1.16 -1.40 -4.08
C -1.34 -3.32 -0.24
H 0.42 0.38 5.55
H 1.68 4.21 0.78
H -4.19 0.39 -0.82
H 6.54 -0.04 1.94
H -6.30 -1.81 3.45
O 0.48 1.56 -6.14
H 6.30 -1.00 0.46
H 3.76 -4.43 0.08
H -0.29 1.83 -5.54
H -2.23 -1.62 2.20
H -0.93 6.40 2.02
C 0.49 3.58 3.28
C -5.56 -1.87 2.67
H -0.05 4.11 0.52
P -2.37 -1.83 -0.61
Pb -0.89 0.46 -0.26
C 4.07 -1.85 -1.70
H -0.86 -3.67 -1.14
H -3.82 4.67 1.48
C 0.51 4.86 2.49
H -0.36 4.13 8.51
H 2.15 2.72 7.52
C -4.14 -1.47 -4.25
H -7.01 -2.16 1.12
O -1.22 2.17 -4.28
C 0.35 3.65 4.65
C -3.68 -1.93 0.65
H -5.93 4.14 0.28
C -0.19 4.12 7.43
C 0.72 -0.15 -4.48
H 3.98 -2.32 -2.69
C 3.47 -3.51 0.59
H 4.94 1.62 1.28
C -5.11 3.44 0.29
N -0.09 -0.61 -2.44
C 4.68 -2.97 1.35
H -2.06 2.17 6.78
C 1.18 0.55 -5.72
O 0.68 2.03 1.44
H -5.04 -2.98 -5.46
H -3.90 -1.63 4.01
H -0.92 5.97 3.73
H -1.41 1.99 8.41
C -0.84 5.57 2.72
C -2.90 2.82 0.91
H 5.57 -2.98 0.73
S 4.48 -1.29 2.04
C -0.09 0.30 -3.41
C -3.47 -1.20 -3.07
C 1.28 2.12 7.73
H -3.16 -0.19 -2.84
H 0.26 4.62 5.10
C -3.56 -3.54 -2.48
C 0.42 1.26 4.93
H -6.11 1.94 -0.89
H 1.79 -2.09 -4.60
H 4.99 -2.19 -1.24
H -5.33 -2.24 -0.68
H 1.49 1.09 7.45
H 2.65 -3.72 1.28
H 4.96 0.07 -2.19
C -3.93 3.73 0.95
C -3.28 -1.75 1.97
H 0.74 -2.46 -2.29
H -1.04 0.79 7.19
C -0.97 1.52 -3.28
C 0.29 2.54 5.51
C 5.81 -0.35 1.18
C 0.73 4.70 0.99
H -3.35 -4.34 -1.79
C -4.22 -1.75 2.98
C 0.54 1.14 3.59
C -1.19 1.85 7.36
H -1.95 3.03 1.38
S 2.68 -2.42 -0.64
O 2.18 0.14 -6.25
C 0.58 2.26 2.66
C -4.14 1.35 -0.33
C -5.02 -2.09 0.34
H -1.06 4.55 6.95
H 3.22 -0.04 -2.51
H 0.68 4.76 7.24
C -3.19 -2.23 -2.18
H -0.58 -3.05 0.50
H -1.67 4.88 2.57
*
```

The energy above the lowest of the compared OMol25 structures with the same formula, charge and spin is 31.1 kcal/mol. The value obtained for the HOMO energy (alpha / beta) is -11.9 / -11.9 eV.

Results of the Löwdin charge analysis, in e, for atoms 1 through 4:
1. C -0.49
2. H 0.08
3. C -0.01
4. Br 0.88

Record 2
Density functional theory data (wB97M-V/def2-TZVPD) for an isolated ion of composition C4H5O and charge +1 in a non-equilibrium geometry.

The geometry in ORCA input format:
```
! RIJCOSX wB97M-V def2-TZVPD def2/J DEFGRID3
* xyz 1 1
H 0.94 1.55 0.81
C -0.97 -0.67 -0.82
H 0.56 -0.85 1.62
H -1.45 -1.04 -1.66
C 0.71 -0.53 0.68
C 0.39 0.84 0.37
C -0.55 1.09 -0.51
H -1.22 1.87 -0.76
H 1.77 -0.91 0.47
O -0.19 -1.34 -0.19
*
```

The energy above the lowest of the compared OMol25 structures with the same formula, charge and spin is 37.5 kcal/mol. The value obtained for the HOMO energy is -16.2 eV.

Results of the Löwdin charge analysis, in e, for atoms 1 through 4:
1. H 0.10
2. C 0.14
3. H 0.11
4. H 0.13

Record 3
Density functional theory data (wB97M-V/def2-TZVPD) for a 2-piece molecular cluster, C4H11N2S overall in a non-equilibrium geometry.

The geometry in ORCA input format:
```
! RIJCOSX wB97M-V def2-TZVPD def2/J DEFGRID3
* xyz 1 3
C 1.29 -0.92 -1.70
H -3.79 1.42 2.09
H 0.75 -1.62 2.13
H -0.64 1.73 -0.52
N -1.56 0.85 2.61
S -3.03 0.37 2.59
C 0.61 -0.32 0.64
C 0.86 0.17 -0.71
H 1.69 0.89 -0.57
H 2.23 -1.39 -1.40
N 0.98 -1.42 1.16
H -1.18 0.30 -1.42
H -1.31 1.79 2.32
C -0.34 0.97 -1.24
H 0.52 -1.67 -1.81
H 1.53 -2.14 0.67
H -0.08 1.46 -2.17
H 1.45 -0.46 -2.68
*
```

The energy above the lowest of the compared OMol25 structures with the same formula, charge and spin is 20.3 kcal/mol. Its expectation value of S² is 2.011. The value obtained for the HOMO energy (alpha / beta) is -11.4 / -13.7 eV.

Results of the Löwdin charge analysis, in e, for atoms 1 through 4:
1. C -0.04
2. H -0.10
3. H 0.15
4. H 0.08

Record 4
Density functional theory data (wB97M-V/def2-TZVPD) for C18H26Cl2FN3Sr as an isolated structure in a non-equilibrium geometry.

The geometry in ORCA input format:
```
! RIJCOSX wB97M-V def2-TZVPD def2/J DEFGRID3
* xyz 0 1
H 6.13 -13.21 -9.01
C -1.26 -17.21 -5.55
C -0.40 -14.21 -10.96
H 4.67 -22.53 -11.28
C 4.89 -21.66 -10.66
C 0.59 -15.34 -6.58
H -1.08 -14.04 -6.67
H -1.26 -14.74 -10.50
H 3.09 -13.48 -11.18
Sr 2.29 -18.16 -8.50
H -2.69 -15.62 -5.60
H 5.36 -11.97 -8.04
C 5.46 -21.37 -8.11
H 0.71 -14.32 -12.83
H 5.18 -21.85 -7.20
C 0.94 -16.58 -6.19
N 0.09 -17.59 -9.85
H 4.64 -11.90 -10.52
H 4.65 -23.09 -9.00
H 5.98 -21.38 -10.79
C -0.77 -15.05 -6.43
N 2.63 -15.58 -9.03
C 0.05 -17.58 -5.69
C 0.33 -16.97 -10.81
C 3.84 -13.80 -10.56
C 3.18 -14.80 -9.75
H 3.24 -12.10 -9.33
C 5.16 -12.83 -8.62
H 3.54 -21.62 -9.05
C 4.57 -22.01 -9.20
H -0.97 -15.03 -12.89
N 4.75 -18.82 -7.89
H -0.59 -13.16 -11.04
H 6.49 -21.45 -8.24
C -0.07 -14.87 -12.29
Cl 1.17 -20.49 -7.61
H 1.71 -16.10 -11.96
C 5.13 -19.91 -8.01
H 4.74 -14.26 -11.14
C 4.19 -12.57 -9.78
H 0.42 -18.59 -5.51
C -1.67 -15.92 -5.85
H 4.77 -13.57 -7.88
H 1.32 -14.63 -6.97
F 2.24 -16.95 -6.27
H 0.41 -14.33 -10.22
C 0.66 -16.24 -12.08
H 4.38 -20.81 -11.00
H 0.51 -16.90 -12.92
H -2.04 -17.84 -5.17
Cl 3.41 -17.91 -11.03
*
```

The value obtained for the HOMO energy is -8.7 eV.

Results of the Löwdin charge analysis, in e, for atoms 1 through 4:
1. H 0.09
2. C -0.08
3. C -0.11
4. H 0.07

Record 5
Density functional theory data (wB97M-V/def2-TZVPD) for C3H4IrO2 as an isolated structure in a non-equilibrium geometry.

The geometry in ORCA input format:
```
! RIJCOSX wB97M-V def2-TZVPD def2/J DEFGRID3
* xyz 1 5
C 0.76 0.04 0.16
H 4.33 0.03 -0.24
H -1.45 -0.81 -1.32
H -1.59 1.20 1.01
O -0.05 -0.97 0.18
O 0.17 1.16 -0.04
Ir 2.77 -0.16 0.24
H -2.17 -1.00 0.31
C -1.41 -0.48 -0.27
C -1.35 0.99 -0.05
*
```

The energy above the lowest of the compared OMol25 structures with the same formula, charge and spin is 0.0 kcal/mol. Its expectation value of S² is 6.009. The value obtained for the HOMO energy (alpha / beta) is -15.1 / -15.4 eV.

Results of the Löwdin charge analysis, in e, for atoms 1 through 4:
1. C -0.49
2. H -0.16
3. H 0.15
4. H 0.15

Record 6
Density functional theory data (wB97M-V/def2-TZVPD) for a 14-piece molecular cluster, C72H152F4O42 overall in a non-equilibrium geometry.

The geometry in ORCA input format:
```
! RIJCOSX wB97M-V def2-TZVPD def2/J DEFGRID3
* xyz 0 1
H 2.05 -6.76 8.45
H -7.95 4.93 -0.96
H 1.42 7.98 -7.63
O -7.21 4.15 -4.04
H -3.52 -0.38 2.42
C 3.30 -7.04 6.65
O 12.57 1.76 0.12
H -3.10 3.87 -3.13
O 3.92 -6.06 8.91
H 11.78 3.50 -0.25
O -4.87 0.60 -5.83
H -2.38 1.24 3.97
O 0.99 4.66 2.14
O -0.94 -4.58 -3.26
C -2.14 1.15 2.90
C 0.52 4.86 -4.49
H -1.99 -2.78 -5.02
H 3.77 -3.58 -7.89
C 4.90 1.81 -0.90
H -8.25 3.71 1.47
C -3.97 -0.24 -5.24
C 10.11 2.09 -0.04
C 1.63 1.42 -4.61
H -9.68 1.70 3.35
H -4.56 4.39 0.53
C -3.46 5.60 1.78
H -0.19 3.10 -3.58
C 1.33 -2.47 -4.92
H 3.42 -5.21 -7.67
H -2.63 2.28 -3.88
H 1.31 -5.94 5.01
C 4.29 -3.08 3.07
O -7.99 1.68 1.23
H -7.04 5.01 -6.47
H -11.85 3.47 3.95
H 1.75 -3.08 -4.12
C 5.26 -6.45 9.14
H 8.31 0.39 0.70
H 0.88 6.60 2.69
O 0.67 6.32 -8.55
H 1.39 -0.01 -0.34
H -2.10 0.51 -7.61
C -2.07 -2.48 2.65
H 5.73 -6.67 8.18
H 0.52 -0.04 1.18
C -7.43 2.83 -8.03
C -6.31 0.66 -0.22
H 7.58 -0.81 2.97
H 5.83 -0.64 2.93
C 1.61 -0.49 4.16
C 0.37 3.38 -4.47
H 5.14 -2.60 4.92
C -4.74 5.29 1.10
H 2.52 0.95 -4.19
H -5.47 4.86 -4.56
C 0.83 6.60 -6.15
H 0.07 -2.62 -0.05
H -2.85 1.87 2.47
H 4.29 -7.45 6.61
C -8.21 4.92 -2.02
H 0.10 7.34 -2.90
H -1.63 -4.88 -1.38
O -5.54 -0.30 0.47
H 7.31 1.73 -1.90
H -0.15 2.99 -5.35
H 3.50 -3.62 3.60
O 6.03 -7.63 1.81
C 5.50 -3.06 4.00
H -1.95 -2.93 -2.54
H -0.25 6.84 -6.18
H -7.90 1.89 -8.26
O -10.63 3.18 2.22
H -2.01 0.52 -2.40
O -4.08 -0.94 -4.35
H 2.20 -4.19 -8.45
O -7.11 2.90 -6.66
H 1.78 -2.02 -6.90
F 5.82 -7.05 3.93
H 13.48 -0.07 0.25
H -0.84 -6.29 -2.10
H 9.60 3.06 -0.14
H -7.20 0.26 -0.73
O 6.66 -2.53 3.43
H 1.24 2.70 1.82
H -1.26 3.44 2.11
O 2.33 -3.96 -6.42
H 1.14 5.32 -3.73
H 2.06 -4.35 5.52
H 7.86 -3.74 0.46
H 6.49 -7.80 10.21
F -1.53 -6.34 0.67
H 8.09 -0.35 -0.88
C -5.66 7.42 0.99
H 5.81 -3.43 -1.13
C -1.07 -3.20 -3.13
H 0.97 -1.06 3.51
H 3.96 1.31 -0.70
O 4.84 -7.37 11.30
H 3.68 -6.18 1.59
H 0.17 -4.96 -1.57
H -1.32 6.40 -8.03
C -8.23 2.79 2.08
H 4.97 2.12 -1.95
C -2.73 0.81 -6.78
H 11.72 -0.12 0.32
O 4.53 -3.81 1.91
C -0.91 5.91 -0.87
H -8.24 5.97 -2.31
H 2.42 6.66 -7.57
O 2.45 -1.23 5.00
O -0.80 1.56 2.64
H -0.44 8.89 -2.13
C 4.88 -8.45 12.23
C 1.18 -3.79 1.88
H 10.11 1.88 1.04
C 5.43 -7.65 10.05
C 12.57 0.38 -0.16
H -1.45 -6.38 2.68
H -0.04 5.91 -0.21
C 0.59 -0.53 0.21
H -3.15 4.63 2.20
H 1.99 -4.26 1.30
O -5.34 -5.65 1.19
H -1.13 -1.48 -4.34
H -9.35 3.34 3.81
H 1.34 -3.98 2.94
O 3.86 -8.18 2.05
C -1.06 -2.56 -4.50
H -5.56 4.29 -6.79
H -10.88 3.05 -1.56
H 0.79 7.83 -1.39
O 9.63 0.99 -0.77
O -4.18 -7.56 1.29
H -6.17 8.11 0.33
H -0.68 7.92 -8.75
C -2.90 -7.86 1.90
O 0.00 -2.81 -5.36
H -1.87 -2.65 1.58
H -5.95 2.02 1.39
H 8.11 -4.77 -0.95
C 4.01 -6.79 2.42
C 2.94 -4.23 -7.65
H -2.41 -8.59 1.26
H 6.06 -5.75 2.34
O -9.44 4.29 -2.29
H -4.94 -2.24 0.44
H -6.61 -2.00 -0.24
H -4.07 2.42 -2.87
C -6.73 1.81 0.63
H 4.39 -4.35 -0.63
C -0.87 1.02 -0.68
C 5.06 -3.04 0.85
H -6.26 7.31 1.90
O -2.28 2.50 -1.86
H -0.08 -0.01 5.69
C -0.61 2.97 2.85
H -4.61 0.43 -7.86
H -0.93 3.22 3.86
H -5.46 5.01 1.89
C -0.80 -5.20 -2.02
O -1.70 -1.19 3.11
C 0.83 0.38 5.20
H 4.82 2.75 -0.36
C 3.09 -6.94 8.14
H -1.96 4.26 -0.04
H -5.68 0.93 -1.07
C -3.05 2.79 -3.02
O -2.73 -0.19 -5.84
H -0.86 6.53 -9.81
C -4.39 -6.22 1.47
C -2.14 1.15 -1.52
H 8.11 -5.54 0.58
H -5.52 3.08 -4.81
H -3.07 0.88 -1.02
O -3.21 -5.56 1.93
C 1.35 6.89 -7.53
H 7.28 2.45 -0.27
C -0.15 7.86 -1.96
H -4.75 7.96 1.24
H -0.41 5.33 -4.23
O 6.27 -5.06 0.03
H -6.66 2.71 -0.01
H 3.55 -6.52 3.38
F -2.25 2.01 -6.27
O 1.25 -2.43 1.66
H -2.23 -0.31 1.30
C -0.63 6.82 -8.78
O 1.80 0.52 6.30
H -6.10 4.76 -2.42
H -0.97 1.51 0.29
H -6.63 2.85 -8.76
C -7.02 4.21 -2.68
H -2.97 5.38 -0.89
H -7.40 2.90 2.79
H 5.93 -8.75 12.32
C -2.11 5.33 -0.21
C -2.18 -6.50 1.89
H 1.27 -1.41 -4.63
H -5.19 -1.63 -1.12
C 1.89 -5.39 5.77
C 5.07 -8.60 1.54
H 4.00 -2.07 2.76
H -12.68 3.32 2.46
O 3.33 -0.96 7.06
O 5.96 0.94 -0.56
H -3.13 -2.66 2.80
H 4.25 -9.21 11.80
C -4.25 1.04 -7.05
C -9.49 2.69 2.93
C 7.22 1.53 -0.83
H 6.00 -2.54 1.09
H 0.23 -4.27 1.60
H 1.68 1.26 -5.71
O 3.18 -5.92 5.89
H -12.03 1.89 3.19
H 0.71 0.92 -4.29
C 2.24 -2.63 -6.11
C 0.58 5.65 3.08
H -9.21 2.61 -1.14
H 4.51 -8.02 13.15
O 1.68 2.79 -4.36
C 0.91 -2.03 0.31
C -11.81 2.95 2.99
C -2.43 -0.22 2.37
C 11.52 2.47 -0.50
C 5.53 -6.65 2.62
H 1.43 -5.49 6.76
C 7.63 -4.72 0.04
H -0.27 -2.79 -2.51
H -8.20 3.56 -8.31
C 2.63 -0.54 6.21
O 1.05 5.27 -5.74
O -1.19 7.25 -1.24
H -1.40 -3.08 3.25
C 8.32 0.58 -0.38
H -3.01 -8.31 2.88
O -0.63 -0.37 -0.54
H 1.54 3.25 3.45
H 3.20 -7.90 8.64
H 12.54 0.00 -1.18
C -5.61 -1.58 -0.11
H -6.96 3.25 -2.16
H -4.37 2.11 -7.16
H -0.18 1.53 -1.35
O 5.23 -9.53 0.88
H -3.57 6.35 2.57
C 6.65 -1.10 3.48
H 1.36 7.23 -5.43
H 2.61 -7.80 6.28
H -0.49 5.56 3.25
H 1.74 -2.28 -0.35
H 6.72 -0.68 4.49
H 11.56 2.45 -1.59
O -2.40 6.04 0.97
H 4.34 -2.24 0.65
C -6.11 4.01 -4.84
C 5.36 -3.96 -0.30
H 5.71 -4.11 4.23
H 5.75 -5.58 9.57
H -10.08 3.93 -0.30
H 1.09 5.44 4.03
H 0.59 1.33 4.72
H -0.69 5.35 -1.78
C -6.51 4.08 -6.28
H 3.21 -2.17 -5.89
F 2.35 0.36 3.32
C -9.91 3.44 -1.26
H 4.90 -8.51 9.63
C 0.85 3.34 2.61
O -5.38 6.28 0.32
*
```

The value obtained for the HOMO energy is -9.2 eV.

Results of the Löwdin charge analysis, in e, for atoms 1 through 4:
1. H 0.12
2. H 0.11
3. H 0.12
4. O -0.09